[1]
Density functional theory data (ωB97M-V/def2-TZVPD) for a structure of composition C15H24N4OOsS5Si2.

Geometry (Å):
Si 0.85974 1.20813 3.23256
H -2.80900 2.78746 -3.30477
H 1.67344 -2.01124 -1.26539
Os -0.01248 0.11455 0.17769
H -1.60085 1.86586 1.96499
C -0.86001 0.62932 -2.67247
C -0.84073 0.43032 -4.00308
H 4.62505 3.51301 1.19946
H 5.23322 3.51489 -3.04056
S 1.40784 -1.63565 0.91704
H 0.87543 0.53525 5.60078
H 1.19354 3.42900 4.24379
S -3.20191 3.33208 -0.93190
H 5.36941 2.17228 0.32745
S -0.05078 -4.18397 1.62749
H 0.62897 3.58493 2.57666
H 5.87260 3.83434 -0.01062
H -2.74980 3.19096 1.91202
Si 3.69957 3.32287 -1.09408
H -0.51342 3.19717 3.87631
H 0.54759 -0.85150 4.55410
H -0.73774 0.30424 4.91667
C 4.40989 2.85415 -2.76057
C 3.01596 5.06375 -1.14818
H 3.27228 1.33910 3.70868
N -1.50752 1.47708 -0.51769
N 1.57441 -1.88062 -2.27269
H 3.64645 2.91289 -3.53881
H 2.89947 -0.07537 2.71966
C 0.00506 -2.69449 0.98790
H 1.97578 -2.55268 -2.89979
C 1.46939 1.36743 -0.39005
H -1.41100 0.93288 -4.76422
S -1.34579 -1.82215 0.26278
C 0.33031 0.20700 4.71201
H 3.80147 5.78243 -1.39396
O -0.13030 0.75263 1.96303
C -1.65731 1.57432 -1.89151
C -2.25485 2.34020 0.12500
C 5.01568 3.20031 0.22868
H 4.78835 1.83035 -2.73811
C 0.49868 3.02224 3.50379
C 2.66943 0.97629 2.87200
C 2.34910 2.15383 -0.69861
H 2.96179 1.52098 1.96846
N -2.30062 2.41516 1.46278
S 0.28709 -0.82137 -4.39550
C -2.52523 2.51958 -2.30230
N -0.00878 -0.19350 -1.94309
C 0.66667 -1.00555 -2.71505
H 2.22690 5.15256 -1.89710
H 2.59437 5.34334 -0.18070

Cartesian forces (eV/Å) of the 6 atoms listed first:
0.052 -0.202 0.021
0.003 -0.002 -0.003
0.047 0.032 0.020
-0.367 -0.593 0.168
0.000 0.013 -0.060
-0.088 0.087 -0.005

## Properties
Charge ... 0
M ... 683.12 g mol⁻¹
E_tot ... -96355.2519 eV
HOMO energy (alpha / beta) ... -7.820 / -7.852 eV
Frontier orbital gap (alpha / beta) ... 6.5 / 6.5 eV

=====

[2]
Density functional theory data (ωB97M-V/def2-TZVPD) for a structure of composition C15H24N6O6Sm in a non-equilibrium geometry.

Geometry (Å):
H 0.68315 -1.85898 1.53873
H -0.99576 5.17163 0.18896
C -0.01020 3.29445 0.08654
O -0.28664 -0.18598 -2.66575
C 1.51504 1.17821 2.43118
H -3.31543 0.88577 -3.37808
C 1.39814 -3.25434 -1.03446
O 1.85429 3.47177 -1.18565
N 1.32229 0.09543 1.65506
N 1.98323 -2.09761 -0.58626
H -1.26408 -4.83655 -0.10447
C 0.34851 -1.05453 3.53148
H -1.48096 2.95622 2.59747
H 2.32858 2.38146 -2.10039
C 2.12461 -4.28323 -1.81266
H -0.10927 -1.97164 3.90295
O 2.43336 1.39550 -2.42413
C -0.91122 -4.40089 -1.05145
H 0.11944 -0.61301 -3.44014
H -3.55414 -0.80045 -3.92696
H 2.30889 1.39335 -3.38760
H -1.91801 -0.22961 -3.37109
H 1.99864 2.04135 1.96834
Sm 1.14910 0.17118 -0.96609
H -1.78628 -4.05504 -1.61650
O -1.75621 -1.94016 -0.32941
H 1.90405 -4.19845 -2.88972
O 2.89147 -1.53972 -1.33646
H -0.40157 -5.18873 -1.61725
H -2.38364 3.84499 1.34525
C -0.00514 4.74948 0.38517
N -0.46509 -2.05246 -0.36561
C -1.01223 2.39588 0.59488
O -1.87256 0.33114 0.74977
H 1.83667 -5.29227 -1.48987
H 0.73779 5.25817 -0.23279
C -2.85500 0.04387 -3.90857
H -1.83286 -0.58273 0.23955
C 0.01062 0.11171 5.67868
H 1.24214 2.13358 4.34583
N -0.92399 1.11742 0.17436
N -0.38617 0.13921 6.77880
H 3.20297 -4.15207 -1.67191
C 0.78037 -0.99995 2.20868
H -2.63578 0.35536 -4.93573
C 0.49129 0.08979 4.31915
H -2.79292 2.13289 1.70720
N 0.94502 2.70056 -0.64430
C -1.98378 2.86026 1.62147
C 0.00277 -3.26574 -0.78262
H 0.22803 4.92941 1.44217
C 1.09847 1.22408 3.76423

Cartesian forces (eV/Å) of the 6 atoms listed first:
0.038 0.344 0.591
0.168 0.076 0.037
1.877 -0.931 -1.167
2.508 -0.729 1.325
-0.294 -0.216 0.343
0.006 -0.175 -0.137

## Properties
Charge ... +1
⟨S²⟩ ... 8.954
M ... 534.75 g mol⁻¹
E_tot ... -55060.9831 eV
HOMO energy (alpha / beta) ... -10.486 / -10.629 eV
Frontier orbital gap (alpha / beta) ... 3.0 / 3.2 eV
Spin multiplicity ... 6

=====

[3]
Density functional theory data (ωB97M-V/def2-TZVPD) for a structure of composition C15H24NO9PS4Sn.

Geometry (Å):
H -2.77369 -0.19437 4.99652
O -1.79588 -3.44912 0.09757
C -4.57784 0.73290 -0.67803
H -2.97679 -2.39059 6.12058
O -2.34502 1.52017 3.55726
H -0.72157 -3.17365 -5.29529
C -1.96123 -2.22078 2.39594
C -1.38015 -3.66836 -4.58255
C 2.35495 -0.69603 -4.29949
H 1.81582 0.51332 -6.00682
H -1.93090 1.30919 -2.82016
H -7.43199 0.07317 -0.24249
C -2.45309 -3.51004 4.36721
C -0.99578 1.00627 -3.29436
H -0.81366 2.81302 -4.43004
H -1.52355 -3.94169 -2.43311
H -6.76763 -1.55298 -0.41013
H -7.28928 0.14483 -2.60296
H -1.21794 0.33376 -4.12238
H -1.39539 -4.73512 -4.80276
C -0.20681 2.21273 -3.75340
C -6.59138 -0.50260 -0.63419
H -2.53121 -4.47046 4.85763
H -1.88144 -4.33919 2.45402
O -1.66185 -1.01738 0.08192
C -2.59141 -1.11175 4.45460
C 2.47390 -0.31889 -5.75816
O -0.93961 -2.02239 -2.85588
H -5.21475 -0.18764 1.00789
H 3.02820 -1.52225 -4.06887
H -2.38793 -3.27185 -4.70334
H 0.07998 2.82493 -2.89804
H 0.12871 -3.81950 -3.05439
O 0.17636 -2.21932 0.94249
S -1.30636 -2.28390 0.74562
S -2.04590 0.61522 2.51651
H 3.50024 -0.02508 -5.97320
O -0.77386 0.78995 1.82788
H 2.21578 -1.16655 -6.39102
P 0.39619 -1.22218 -2.56509
S -5.02701 0.92776 -2.31676
Sn 0.67304 -0.17496 0.09334
O -3.29621 0.85161 1.47590
C -0.89310 -3.44749 -3.16792
C -6.40450 -0.27602 -2.13485
S -3.25168 1.56921 -0.00558
H 2.60070 0.15198 -3.65387
N -5.35877 -0.05968 0.01411
H -6.11091 -1.18243 -2.65811
C -2.70173 -2.34639 5.07618
C -2.08471 -3.44613 3.03025
C -2.22392 -1.04507 3.11488
O -0.24338 0.27128 -2.29217
H 0.69579 1.90218 -4.27815
O 0.98846 -1.12052 -4.04351

Cartesian forces (eV/Å) of the 6 atoms listed first:
-0.043 -0.068 0.042
0.085 -0.241 0.217
-0.431 -0.554 0.192
-0.003 0.002 0.006
0.024 0.001 0.160
-0.009 -0.016 -0.026

## Properties
Charge ... +2
M ... 640.31 g mol⁻¹
E_tot ... -94309.0284 eV
HOMO energy ... -14.976 eV
Frontier orbital gap ... 8.3 eV

=====

[4]
Density functional theory data (ωB97M-V/def2-TZVPD) for the molecule C15H24O in a non-equilibrium geometry.

Geometry (Å):
H 0.73587 -1.13485 1.29698
C -0.65316 0.46238 0.65677
H 2.72424 0.20894 3.11142
H 0.91721 0.24590 2.40069
H 2.13535 -1.70430 0.07089
H -1.50820 0.24662 -1.38944
H 3.55729 1.27837 -1.66978
H 3.81453 1.61762 0.64742
C 3.03881 1.23430 1.22160
C -3.08917 -0.27211 0.78107
H -1.30558 1.32249 3.05425
C -0.59282 1.90202 0.46350
C 0.47616 2.40772 -0.28682
C 0.56316 0.27151 -1.66877
C 2.78357 -0.82908 0.33570
H -2.39967 0.07076 3.60823
C 2.58796 1.85916 -1.59665
H -3.05976 -0.97548 -0.09635
H -1.34644 2.44192 0.94174
H 0.14465 0.73973 -2.58765
O 3.39746 -1.09250 1.61569
H -0.58073 -1.21250 -0.75713
H 2.20744 2.11768 -2.53726
H 2.76988 2.81937 -1.10176
H 2.74108 2.18348 1.72874
H -2.89354 1.34354 2.57060
H -3.44767 0.79241 0.40382
H -1.48052 -1.15766 1.83605
H 3.61658 -0.77526 -0.36318
H 1.19006 -0.61552 -1.86818
C -2.07220 0.68121 2.82804
C 1.41037 1.26513 -0.77010
C 1.91864 0.45904 0.44336
H -3.79690 -0.72659 1.51062
C 0.72990 -0.02814 1.31281
H 4.43090 0.33725 2.62398
H 0.49470 3.44971 -0.65824
C 3.45670 0.20360 2.27835
C -1.77774 -0.10749 1.55805
C -0.67134 -0.16328 -0.78200

Cartesian forces (eV/Å) of the 6 atoms listed first:
-0.264 0.523 0.108
1.608 -2.299 0.751
0.595 -0.031 -0.249
-0.895 0.021 -1.291
0.735 0.542 0.137
-0.040 -0.879 0.938

## Properties
Charge ... 0
M ... 220.36 g mol⁻¹
E_tot ... -17989.5577 eV
SMILES string ... CC(C)[C@]12C=C[C@](C)(CC1)[C@@]1(CCOC1)C2
Energy relative to the best compared isomer or geometry (same formula, charge and spin) ... 2.883 eV
HOMO energy ... -9.031 eV
Frontier orbital gap ... 9.9 eV

=====

[5]
Density functional theory data (ωB97M-V/def2-TZVPD) for a structure of composition C15H25Br3F6N2O6 in a non-equilibrium geometry.

Geometry (Å):
C 4.56586 1.42141 1.43093
H 0.30798 0.33399 0.04645
C -2.34760 -0.72687 1.37664
H 2.41077 3.35522 2.54608
F -1.72495 0.26855 3.42907
H 4.80419 1.80344 2.42858
Br 0.65172 -6.60631 4.75249
F 0.43652 1.05382 -2.37775
H -2.28471 -4.83709 0.10455
F -1.63452 1.67495 -2.56219
O -2.13300 -2.02074 1.46761
H 0.67787 0.05495 1.79647
H 2.06063 -0.88020 -6.40342
H -2.03086 2.87470 1.03226
C 1.10101 -0.53909 -6.79282
C -1.84908 -2.70570 0.22873
H 2.26606 4.97365 1.95679
C 2.27819 0.94824 0.61316
H 4.53104 2.27449 0.76205
C -1.59392 3.77045 0.58865
F -1.13142 -0.43841 -2.46243
F -3.50893 -0.96771 3.45785
H 1.06186 -0.63316 -7.87463
H -1.50030 -7.01609 5.90649
H -1.00441 -2.25140 -0.29094
H 0.77694 2.92200 1.03856
C -2.80530 -0.11338 2.71682
H 1.36869 4.54148 3.40073
H 0.37913 -1.26388 -6.39035
H -1.64590 -4.33634 1.62178
H -1.10908 3.50147 -0.35017
H 1.31826 -0.97792 0.54335
O 2.31198 1.77664 -0.27943
C -0.67897 0.69115 -4.47888
H -2.70608 -2.57236 -0.43256
C -0.59506 4.38640 1.54328
Br -1.71022 -8.58532 3.99148
C 0.71108 0.85141 -6.34318
O -2.26866 -0.07307 0.38467
O 0.53646 0.92882 -4.93642
F -3.55122 0.95633 2.49368
H 3.19014 -0.03594 2.11552
H 1.46383 1.58582 -6.63815
C -0.72979 0.75198 -2.93360
H -0.18108 1.17295 -6.88576
C 1.69145 4.16556 2.43470
Br -2.25169 -5.46351 4.13491
H 5.38526 0.76827 1.12486
H -0.57779 -4.48408 0.21104
C 1.06317 0.06473 0.77383
O -1.65959 0.45581 -5.11769
C -1.23626 -6.93591 4.86411
H -2.39971 4.47395 0.40112
N 0.59739 3.74686 1.58193
O -0.84602 5.35329 2.23906
N 3.30506 0.71622 1.45894
C -1.55641 -4.15457 0.55113

Cartesian forces (eV/Å) of the 6 atoms listed first:
0.372 0.089 0.414
-0.135 0.329 0.160
-0.466 -0.155 -0.134
-0.238 -0.202 0.161
-0.093 -0.092 -0.094
-0.041 -0.057 -0.066

## Properties
Charge ... 0
M ... 683.07 g mol⁻¹
E_tot ... -257659.1576 eV
Energy relative to the best compared isomer or geometry (same formula, charge and spin) ... 0.156 eV
HOMO energy ... -9.061 eV
Frontier orbital gap ... 8.9 eV